{"formula": "C11H21Cl8FO3", "method": "wB97M-V/def2-TZVPD", "lumo_ha": -0.0032, "gap_ev": 9.718, "e_homo_ev": -9.8037, "species": ["C", "C", "O", "C", "C", "O", "C", "C", "C", "O", "F", "H", "H", "H", "H", "H", "H", "H", "H", "H", "H", "H", "H", "H", "Cl", "C", "Cl", "H", "H", "Cl", "C", "Cl", "H", "H", "Cl", "C", "Cl", "H", "H", "Cl", "C", "Cl", "H", "H"], "xyz": [[-4.550, 0.442, -0.453], [-3.232, 0.985, 0.361], [-2.929, 0.263, 1.606], [-2.344, -1.065, 1.350], [-1.176, -1.450, 2.481], [0.012, -2.093, 1.895], [0.905, -1.088, 1.248], [0.941, -1.484, -0.353], [0.937, -0.201, -1.374], [1.885, 0.740, -1.387], [-0.173, -0.118, -2.363], [-4.989, -0.547, 0.018], [-5.424, 1.245, -0.372], [-4.365, 0.315, -1.625], [-3.463, 2.113, 0.676], [-2.350, 1.039, -0.407], [-1.993, -1.242, 0.248], [-3.218, -1.855, 1.544], [-0.895, -0.488, 3.108], [-1.607, -2.226, 3.279], [2.024, -1.184, 1.648], [0.504, -0.011, 1.471], [1.882, -2.150, -0.553], [-0.004, -2.179, -0.568], [-0.645, 3.517, 4.343], [-1.849, 2.353, 3.775], [-1.854, 0.900, 4.782], [-2.838, 2.817, 3.815], [-1.615, 2.072, 2.746], [-5.826, -0.079, -3.754], [-7.457, -0.508, -3.223], [-7.604, -0.396, -1.465], [-8.173, 0.177, -3.684], [-7.675, -1.533, -3.534], [6.802, 0.946, -1.836], [5.169, 0.312, -2.075], [4.942, -1.208, -1.202], [4.446, 1.045, -1.709], [5.008, 0.137, -3.142], [11.510, -0.107, 0.258], [10.485, 0.234, -1.141], [10.443, 1.966, -1.491], [10.882, -0.296, -2.010], [9.470, -0.111, -0.931]], "mulliken_charge": [-0.664, -0.152, -0.299, -0.302, -0.299, -0.420, -0.356, -0.369, 0.490, -0.472, -0.260, 0.271, 0.308, 0.049, 0.255, 0.168, 0.316, 0.195, 0.137, 0.233, 0.294, 0.209, 0.307, 0.302, -0.177, 0.188, -0.149, 0.296, -0.114, -0.140, -0.246, -0.137, 0.270, 0.268, -0.127, -0.224, -0.173, 0.236, 0.298, -0.158, -0.117, -0.151, 0.278, 0.140]}